(1)
Formula: C27H22N2OsPSe2Te2
Source: the OMol25 dataset
Level of theory: ωB97M-V with the def2-TZVPD basis set

```
57
Properties=species:S:1:pos:R:3:mulliken_charge:R:1
Os 13.58 10.24 9.99 1.87
Se 15.85 9.40 9.69 -0.21
Te 17.66 11.04 10.03 0.16
Te 16.26 13.22 10.41 0.07
Se 14.00 12.63 9.49 -0.17
C 11.86 13.37 5.18 -0.51
C 12.58 12.16 5.27 -0.73
C 12.45 11.42 6.42 -0.21
C 11.53 11.75 7.42 0.42
C 10.76 12.92 7.28 -0.51
C 11.00 13.80 6.21 -0.83
P 11.52 10.68 8.85 0.20
C 10.63 9.10 8.53 1.00
C 10.31 8.37 9.70 -0.92
C 9.94 7.02 9.60 -0.43
C 9.79 6.45 8.24 -0.94
C 10.10 7.24 7.16 -0.65
C 10.44 8.59 7.27 -0.63
C 10.53 11.29 10.27 0.32
C 9.19 11.48 10.16 0.22
C 8.34 11.64 11.24 -1.37
C 9.00 11.72 12.41 -0.56
C 10.39 11.63 12.64 0.27
C 11.08 11.84 13.83 -0.73
C 12.41 11.68 13.97 -0.69
C 13.19 11.16 12.90 -0.19
C 12.62 11.05 11.66 -1.18
C 11.18 11.34 11.54 1.68
H 12.07 14.06 4.43 0.46
H 13.39 12.00 4.47 0.30
H 13.06 10.52 6.49 0.35
H 10.04 13.19 8.05 0.32
H 10.45 14.75 6.12 0.41
H 10.49 8.85 10.66 0.29
H 9.66 6.55 10.55 0.49
H 9.54 5.43 8.06 0.44
H 9.96 6.83 6.20 0.52
H 10.76 9.20 6.44 0.46
H 8.89 11.55 9.13 0.51
H 7.26 11.62 11.12 0.44
H 8.47 11.99 13.35 0.30
H 10.48 12.11 14.73 0.34
H 12.96 11.91 14.97 0.26
H 14.26 10.96 13.12 0.43
N 13.50 7.65 8.08 -0.21
C 13.23 7.30 9.40 1.01
C 13.06 5.88 9.64 -0.96
C 12.84 5.43 10.92 -0.43
C 12.87 6.36 12.00 -0.69
C 13.03 7.68 11.67 -0.30
N 13.28 8.14 10.43 -0.28
H 13.23 6.99 7.41 0.34
H 13.57 8.56 7.77 -0.04
H 13.12 5.19 8.76 0.36
H 12.72 4.38 11.03 0.50
H 12.72 6.07 13.10 0.35
H 13.03 8.47 12.43 0.30
```

The spin multiplicity is 5. The strongest force on any atom is 0.0747 hartree/bohr. As for the orbital gap (alpha / beta): 5.582 / 5.270 eV. The value obtained for the energy above the lowest of the compared OMol25 structures with the same formula, charge and spin is 14.8 kcal per mole. Its net charge is +1.

(2)
Formula: C27H22NO2PdSSbSe
Source: the OMol25 dataset
Level of theory: ωB97M-V with the def2-TZVPD basis set

```
56
Properties=species:S:1:pos:R:3:mulliken_charge:R:1
Pd 1.07 -0.49 -0.71 0.44
C 0.44 1.70 2.93 -1.42
C 1.14 1.24 1.67 1.50
O 0.50 0.39 1.02 -0.55
C 2.43 1.77 1.32 -0.36
C 3.03 2.71 2.19 -0.58
C 4.25 3.27 1.94 -0.90
C 4.93 2.90 0.76 -0.31
C 4.40 1.99 -0.10 -0.71
C 3.13 1.39 0.13 0.83
O 2.74 0.55 -0.78 -0.58
H -0.52 1.20 2.99 0.34
H 0.29 2.78 2.93 0.38
H 1.04 1.44 3.81 0.37
H 2.51 3.00 3.09 0.32
H 4.68 3.99 2.62 0.39
H 5.90 3.33 0.55 0.38
H 4.91 1.70 -1.01 0.43
S 1.77 -1.45 -2.68 -0.40
Sb -0.04 -2.78 -3.25 1.66
C 0.55 -3.61 -5.11 0.27
C 0.47 -4.97 -5.34 -0.10
C 0.83 -5.49 -6.57 -0.66
C 1.27 -4.65 -7.58 -0.43
C 1.36 -3.28 -7.35 -0.63
C 1.00 -2.76 -6.12 -0.59
C -0.36 -4.48 -2.07 0.32
C -1.59 -5.11 -2.10 -0.06
C -1.78 -6.27 -1.34 -0.62
C -0.75 -6.77 -0.57 -0.47
C 0.48 -6.12 -0.54 -0.60
C 0.68 -4.98 -1.30 -0.77
C -1.87 -1.88 -3.76 0.57
C -2.70 -2.61 -4.61 -0.43
C -3.93 -2.09 -4.98 -0.70
C -4.32 -0.84 -4.51 -0.50
C -3.48 -0.11 -3.68 -0.54
C -2.25 -0.63 -3.30 -0.45
H 0.13 -5.64 -4.55 0.36
H 0.76 -6.56 -6.75 0.39
H 1.56 -5.05 -8.54 0.37
H 1.72 -2.62 -8.13 0.38
H 1.08 -1.69 -5.94 0.39
H -2.42 -4.71 -2.67 0.44
H -2.75 -6.76 -1.35 0.40
H -0.90 -7.66 0.02 0.38
H 1.29 -6.51 0.07 0.39
H 1.64 -4.46 -1.27 0.41
H -2.38 -3.57 -5.00 0.39
H -4.58 -2.66 -5.63 0.39
H -5.28 -0.44 -4.80 0.38
H -3.78 0.86 -3.32 0.39
H -1.61 -0.07 -2.64 0.40
Se -3.22 -2.61 0.14 -0.22
C -1.65 -1.97 -0.33 0.18
N -0.61 -1.57 -0.69 -0.65
```

The strongest force on any atom is 0.0029 hartree/bohr. As for the orbital gap: 7.752 eV. The value obtained for the energy above the lowest of the compared OMol25 structures with the same formula, charge and spin is 0.0 kcal per mole. Its net charge is 0.

(3)
Formula: C27H23AlN4O2PS
Source: the OMol25 dataset
Level of theory: ωB97M-V with the def2-TZVPD basis set

```
59
Properties=species:S:1:pos:R:3:mulliken_charge:R:1
Al -0.45 -0.06 -0.10 0.32
C -1.43 3.98 -0.82 -1.87
C -0.94 2.65 -0.39 1.04
N -1.41 1.52 -0.74 0.96
N -2.54 1.37 -1.50 -1.54
C -3.15 0.26 -1.15 0.79
N -4.28 -0.07 -1.79 -0.41
S -2.60 -0.84 0.11 -0.46
C 0.15 2.52 0.62 0.80
C 0.91 3.58 1.07 -0.84
C 1.86 3.35 2.06 -0.47
C 2.01 2.07 2.58 -0.94
C 1.22 1.06 2.07 0.19
N 0.31 1.27 1.12 0.35
H -2.31 3.87 -1.44 0.39
H -0.66 4.49 -1.39 0.39
H -1.67 4.60 0.05 0.43
H -4.67 0.56 -2.47 0.25
H -4.80 -0.88 -1.50 0.21
H 0.78 4.57 0.65 0.48
H 2.47 4.16 2.42 0.44
H 2.73 1.86 3.35 0.47
H 1.31 0.03 2.42 0.46
O 2.86 1.12 -1.27 -0.66
C 2.21 0.12 -1.09 0.18
O 0.90 0.09 -1.27 -0.20
C 2.90 -1.15 -0.64 0.22
C 4.28 -1.19 -0.83 -0.60
C 5.02 -2.29 -0.46 -0.71
C 4.40 -3.38 0.13 -0.75
C 3.03 -3.35 0.35 -0.45
C 2.27 -2.25 -0.03 0.59
P 0.48 -2.29 0.21 0.92
C -0.12 -3.30 -1.17 0.58
C -0.62 -2.69 -2.31 -0.28
C -1.02 -3.46 -3.39 -0.98
C -0.91 -4.85 -3.34 -0.54
C -0.40 -5.46 -2.20 -0.83
C 0.00 -4.68 -1.12 -0.21
C 0.12 -3.20 1.73 0.49
C -1.07 -3.90 1.86 -0.49
C -1.42 -4.47 3.08 -0.84
C -0.57 -4.34 4.17 -0.52
C 0.61 -3.63 4.05 -0.94
C 0.96 -3.06 2.84 -0.41
H 4.75 -0.33 -1.29 0.55
H 6.09 -2.30 -0.63 0.42
H 4.97 -4.25 0.42 0.47
H 2.55 -4.20 0.82 0.37
H -0.70 -1.61 -2.40 0.31
H -1.40 -2.98 -4.28 0.46
H -1.21 -5.45 -4.18 0.41
H -0.31 -6.53 -2.15 0.44
H 0.40 -5.17 -0.24 0.35
H -1.74 -4.00 1.01 0.47
H -2.35 -5.01 3.17 0.45
H -0.84 -4.79 5.11 0.41
H 1.27 -3.53 4.90 0.44
H 1.90 -2.52 2.75 0.42
```

The strongest force on any atom is 0.0098 hartree/bohr. As for the orbital gap: 7.802 eV. Its net charge is +1.

(4)
Formula: C27H23BiN4O4S
Source: the OMol25 dataset
Level of theory: ωB97M-V with the def2-TZVPD basis set

```
60
Properties=species:S:1:pos:R:3:mulliken_charge:R:1
Bi -0.40 1.04 -0.14 1.16
C -2.97 -1.08 7.87 -1.46
C -2.59 -1.17 6.43 1.06
C -3.52 -1.53 5.46 -0.86
C -3.14 -1.61 4.13 -0.25
C -1.84 -1.33 3.77 -1.34
C -0.89 -1.01 4.72 0.33
C -1.27 -0.92 6.05 -0.87
S -1.39 -1.36 2.03 1.85
O -2.37 -2.17 1.34 -0.72
O -0.03 -1.81 1.88 -0.74
N -1.52 0.20 1.50 -0.05
C -1.98 1.23 2.39 -0.25
C -0.99 2.42 2.50 0.58
O -1.01 3.12 3.49 -0.70
O -0.22 2.61 1.49 -0.69
H -4.05 -1.05 8.00 0.36
H -2.54 -0.19 8.33 0.37
H -2.59 -1.95 8.40 0.31
H -4.54 -1.73 5.74 0.34
H -3.86 -1.87 3.36 0.49
H 0.12 -0.79 4.42 0.38
H -0.55 -0.65 6.80 0.41
H -2.14 0.84 3.39 0.20
H -2.94 1.65 2.03 0.22
C -4.10 -1.89 -0.90 -0.83
C -3.63 -2.95 -1.65 -0.44
C -2.38 -2.85 -2.24 -0.71
C -1.64 -1.68 -2.06 0.77
N -2.07 -0.70 -1.26 -0.21
C -3.27 -0.80 -0.71 0.06
C -0.39 -1.43 -2.78 0.38
C -0.04 -2.17 -3.91 -0.88
C 1.15 -1.90 -4.55 -0.37
C 1.95 -0.86 -4.08 -0.95
C 1.48 -0.14 -3.00 -0.13
N 0.37 -0.42 -2.36 0.16
H -5.08 -1.92 -0.45 0.42
H -4.22 -3.85 -1.78 0.44
H -1.99 -3.66 -2.83 0.31
H -3.56 0.03 -0.09 0.36
H -0.69 -2.93 -4.29 0.31
H 1.45 -2.48 -5.42 0.44
H 2.89 -0.63 -4.55 0.39
H 2.03 0.72 -2.62 0.53
C 1.65 0.18 0.44 -1.64
C 2.29 1.03 1.46 0.75
C 2.57 0.53 2.73 -0.27
C 3.21 1.31 3.68 -0.84
C 3.56 2.62 3.36 0.58
C 3.24 3.15 2.11 -1.00
C 2.62 2.35 1.18 -0.04
C 4.27 3.44 4.27 -0.02
N 4.89 4.12 4.96 -0.52
H 1.50 -0.83 0.79 0.58
H 2.23 0.18 -0.49 0.57
H 2.29 -0.49 2.96 0.42
H 3.42 0.92 4.66 0.45
H 3.47 4.18 1.88 0.43
H 2.37 2.76 0.21 0.35
```

The strongest force on any atom is 0.0312 hartree/bohr. As for the orbital gap: 7.432 eV. The value obtained for the energy above the lowest of the compared OMol25 structures with the same formula, charge and spin is 0.0 kcal per mole. Its net charge is 0.